The following is a quantum chemistry calculation of a structure of composition C36H96F3N6O16V at a distorted geometry, from OMol25.

The geometry in XYZ format:
```
158
Properties=species:S:1:pos:R:3:forces:R:3:lowdin_spin:R:1
V 1.208772 -3.852369 -0.396257 0.8 3.6 1.7 2.92
C 0.761039 -0.585205 0.561326 -1.5 -0.8 0.4 0.00
O 0.089746 0.252331 -0.346124 0.6 0.3 0.3 0.00
O 1.038909 -1.769301 -0.032539 0.8 -2.7 -0.7 0.01
C 1.984805 0.106329 1.221703 0.5 0.7 -1.5 0.00
F 3.101624 -0.104744 0.470701 -0.3 0.0 0.5 0.00
F 1.844485 1.448151 1.278366 -0.1 -0.7 0.4 0.00
F 2.217124 -0.365990 2.460205 0.0 0.3 -0.4 0.00
C -0.975831 0.987563 0.231642 -1.0 1.0 0.1 0.00
C -1.674441 1.837215 -0.819890 -0.1 0.2 -0.5 0.00
H -2.356314 1.234084 -1.423064 0.1 0.0 -0.1 0.00
H -2.284457 2.635164 -0.395255 0.0 -0.2 0.5 0.00
H -1.007408 2.369912 -1.501730 0.4 -0.3 0.1 0.00
H -0.660774 1.655271 1.039675 0.4 -0.2 0.0 0.00
H -1.731691 0.310585 0.646758 0.2 -0.1 0.2 0.00
H 0.056403 -0.786980 1.379480 0.0 0.3 0.4 0.00
C -2.745246 -0.441976 3.643161 -0.6 -0.1 0.4 0.00
C -3.106319 -1.898132 3.412676 -0.6 0.1 0.6 0.00
C -2.739146 -2.264066 1.989325 0.2 0.2 -0.3 0.00
O -3.509860 -1.493945 1.073379 0.6 -0.4 0.1 0.00
C -3.128513 -1.782853 -0.260826 -0.9 -0.3 0.1 0.00
N -2.561675 -2.786497 4.450095 0.5 -0.4 -1.0 0.00
H -3.090507 -0.106414 4.623970 0.4 -0.2 0.2 0.00
H -3.307635 0.188105 2.954346 0.5 -0.2 -0.4 0.00
H -1.662683 -0.327166 3.544470 0.0 0.3 0.0 0.00
H -4.181304 -2.038379 3.573814 -0.1 0.3 -0.6 0.00
H -2.839913 -3.340472 1.794350 -0.3 -0.1 0.0 0.00
H -1.671963 -2.044875 1.819131 0.2 0.0 0.1 0.00
H -3.959519 -1.460014 -0.884726 0.3 -0.2 0.0 0.00
H -3.036855 -2.870565 -0.359587 0.1 -0.1 -0.2 0.00
H -2.209971 -1.295796 -0.605344 0.1 0.0 0.3 0.00
H -1.540319 -2.781085 4.446142 -0.2 0.2 0.2 0.00
H -2.804841 -3.722295 4.124640 -0.1 -0.1 0.4 0.00
C 6.149177 -1.043282 -3.822991 0.6 0.6 0.1 0.00
C 6.218739 -1.244782 -2.301262 0.0 0.0 -0.9 0.00
C 7.003029 -0.151467 -1.552533 -0.1 0.7 -0.3 0.00
O 6.898957 -0.282788 -0.139796 -0.4 0.0 0.4 0.00
C 7.746380 -1.236883 0.449644 0.5 -0.4 0.2 0.00
N 4.847741 -1.307000 -1.778529 0.2 -0.1 1.2 0.00
H 6.030846 0.021978 -4.034187 0.0 0.0 -0.1 0.00
H 5.320654 -1.553571 -4.310961 -0.2 -0.1 0.4 0.00
H 7.048581 -1.390102 -4.334436 0.1 0.1 0.1 0.00
H 6.751879 -2.188330 -2.143294 -0.4 -0.2 0.3 0.00
H 6.523508 0.806072 -1.780021 0.0 0.0 0.0 0.00
H 8.064429 -0.013706 -1.784960 0.0 -0.5 -0.4 0.00
H 8.804520 -1.068611 0.222362 -0.1 0.1 -0.3 0.00
H 7.491076 -2.258619 0.151272 0.0 0.0 0.0 0.00
H 7.687869 -1.168673 1.536157 -0.4 0.1 0.0 0.00
H 4.974981 -1.071345 -0.792189 -0.4 -0.4 0.1 0.00
H 4.268209 -0.524306 -2.081640 0.3 0.0 -0.6 0.00
C -4.733574 1.831932 0.788466 0.0 -0.7 0.9 0.00
C -5.533122 2.484357 1.946833 1.9 0.6 -1.2 0.00
C -5.644422 1.625365 3.181289 -0.8 0.8 -0.1 0.00
O -6.465445 0.534878 2.847833 0.7 -0.4 -0.1 0.00
C -6.773183 -0.382629 3.881394 0.2 -0.4 -0.4 0.00
N -4.807653 3.729786 2.313421 -1.2 -0.1 0.1 0.00
H -3.757080 1.468478 1.129680 -0.1 0.0 0.2 0.00
H -4.499799 2.583139 0.035707 -0.4 -0.1 -0.3 0.00
H -5.260074 0.952937 0.414038 0.0 0.2 -0.3 0.00
H -6.494689 2.711334 1.484465 -0.3 0.3 0.6 0.00
H -6.124833 2.216581 3.971181 0.1 0.0 0.1 0.00
H -4.620975 1.406471 3.519054 -0.3 -0.5 0.0 0.00
H -6.168942 -0.266801 4.784128 -0.3 0.5 0.1 0.00
H -6.523346 -1.393861 3.542779 -0.2 0.0 -0.2 0.00
H -7.849320 -0.321509 4.042547 0.1 -0.1 0.5 0.00
H -4.020145 3.535770 2.916865 0.1 -0.1 -0.1 0.00
H -4.488894 4.168196 1.460340 0.3 0.2 0.1 0.00
C 3.082195 -7.696641 0.652687 0.4 -0.2 0.4 0.00
C 2.438732 -6.317110 0.685778 -0.3 -0.4 -0.4 0.01
C 3.460695 -5.248659 1.014088 1.0 -0.5 1.4 0.00
O 2.932431 -3.937490 1.218295 -1.2 -1.0 -1.2 0.01
C 3.945178 -3.004211 1.550537 0.6 1.7 0.0 0.00
N 1.854932 -5.931126 -0.637550 -0.1 0.0 -0.7 0.02
H 3.254909 -8.000642 1.686845 0.2 0.0 -0.1 0.00
H 4.036744 -7.719172 0.122841 0.0 0.1 0.0 0.00
H 2.454053 -8.485187 0.237499 -0.2 0.3 -0.2 0.00
H 1.619021 -6.419971 1.400715 0.0 0.7 0.1 0.00
H 4.269175 -5.229188 0.271694 -0.3 0.1 -0.4 0.00
H 3.987987 -5.548331 1.927836 -0.2 0.0 0.1 0.00
H 4.261821 -3.012089 2.596542 -0.2 -0.8 0.0 0.00
H 3.566822 -1.993304 1.413985 -0.2 -0.4 -0.3 0.00
H 4.821089 -3.090648 0.904347 -0.1 -0.3 -0.1 0.00
H 2.614873 -6.038529 -1.315234 0.0 0.3 0.0 0.01
H 1.185764 -6.619735 -0.984429 -0.1 0.0 0.4 0.00
C -7.516168 0.614982 -1.266127 -1.2 0.9 -0.8 0.00
C -6.830850 -0.439581 -2.123169 0.7 -0.6 0.7 0.00
C -5.349683 -0.144963 -2.371027 -0.8 0.2 1.3 0.00
O -4.778290 -1.209856 -3.100609 0.2 0.6 -0.2 0.00
C -3.550655 -0.809907 -3.665764 0.6 -0.3 -0.4 0.00
N -6.992535 -1.719642 -1.394734 0.4 -0.2 -0.3 0.00
H -7.451794 0.471423 -0.188718 0.4 -0.2 0.0 0.00
H -8.588000 0.627155 -1.486178 0.0 -0.4 0.1 0.00
H -7.271326 1.658255 -1.488280 0.6 -0.1 -0.1 0.00
H -7.246780 -0.574426 -3.123642 -0.5 0.2 0.1 0.00
H -4.912384 -0.093966 -1.362108 0.3 0.2 -0.2 0.00
H -5.215592 0.852823 -2.800663 0.1 -0.2 -0.5 0.00
H -3.024884 -1.687707 -4.048375 -0.1 -0.1 0.2 0.00
H -2.891521 -0.305076 -2.952181 -0.1 -0.1 0.1 0.00
H -3.650685 -0.153765 -4.537273 -0.4 0.2 0.1 0.00
H -6.246307 -2.353966 -1.668902 -0.2 -0.1 -0.3 0.00
H -6.849927 -1.595469 -0.396898 -0.1 0.3 0.0 0.00
C 1.378271 -0.611110 -5.009606 0.8 -0.2 -0.8 0.00
C 1.249897 -0.209435 -3.552860 -0.6 -1.1 -1.0 0.00
C 1.704521 1.212769 -3.264606 -0.5 0.1 0.6 0.00
O 3.002294 1.444160 -3.767511 -0.2 0.0 0.9 0.00
C 3.549793 2.620485 -3.174484 0.3 0.1 -1.2 0.00
N -0.173786 -0.391637 -3.164989 0.9 1.3 1.1 0.00
H 0.997544 -1.599517 -5.289701 -0.4 0.0 0.6 0.00
H 2.422775 -0.704545 -5.327705 0.0 0.5 0.1 0.00
H 0.860730 0.088329 -5.667490 0.1 0.2 0.1 0.00
H 1.903024 -0.842668 -2.936308 0.1 -0.1 -0.1 0.00
H 1.695630 1.300765 -2.167611 0.2 0.1 0.1 0.00
H 0.996101 1.990057 -3.584158 -0.1 -0.2 -0.5 0.00
H 3.130473 3.506838 -3.660110 -0.1 0.1 0.1 0.00
H 4.608831 2.598150 -3.432381 0.0 0.1 0.3 0.00
H 3.401518 2.711375 -2.097228 0.0 -0.3 0.1 0.00
H -0.441836 -1.367910 -3.121618 0.3 -0.1 -0.2 0.00
H -0.119988 -0.079266 -2.185961 -0.9 -0.4 -0.4 0.00
C 1.600617 -3.707374 4.303301 -0.4 -0.7 1.0 0.00
C 1.166959 -2.272733 4.411398 0.0 1.4 -1.3 0.00
O 0.148288 -2.100753 5.381224 0.5 -0.6 0.2 0.00
O 0.552023 -4.550074 3.801693 0.0 0.0 0.0 0.00
H 1.872598 -3.997254 5.326040 0.0 -0.2 -0.1 0.00
H 2.456549 -3.951296 3.678732 0.1 0.8 -0.1 0.00
H 0.784722 -1.893053 3.450685 -0.1 -0.5 -0.1 0.00
H 2.007977 -1.592607 4.590699 0.2 -0.4 0.4 0.00
H 0.003183 -1.158933 5.510399 0.0 0.0 0.1 0.00
H 0.129501 -4.981185 4.550943 -0.1 0.1 -0.1 0.00
C -3.176829 4.788949 -2.204200 -0.3 0.4 -0.2 0.00
C -4.024048 3.995959 -3.184126 0.5 0.7 -1.2 0.00
O -5.174639 4.678435 -3.681639 -0.4 0.0 0.9 0.00
O -3.792998 5.054224 -0.958181 -0.3 -0.2 0.1 0.00
H -2.918929 5.749853 -2.676915 0.1 -0.1 -0.1 0.00
H -2.238038 4.265571 -2.021348 -0.1 -0.1 0.1 0.00
H -4.356102 3.034406 -2.798314 0.0 0.0 0.1 0.00
H -3.385842 3.881690 -4.070538 0.2 -0.7 0.3 0.00
H -4.901128 5.490303 -4.121039 0.1 -0.1 0.0 0.00
H -4.672793 5.403946 -1.157449 0.1 0.0 0.1 0.00
C -0.032838 4.949105 0.507856 -1.1 0.2 0.4 0.00
C 1.368945 4.601849 0.117887 0.8 0.6 -1.7 0.00
O 1.983428 5.702533 -0.589732 -0.5 0.2 0.3 0.00
O 0.029360 6.108658 1.322817 0.5 0.3 0.2 0.00
H -0.572123 4.156312 1.042264 0.4 -0.2 0.1 0.00
H -0.651230 5.140426 -0.377434 0.3 0.1 -0.2 0.00
H 1.340443 3.860784 -0.687402 -0.1 -0.6 0.6 0.00
H 2.055857 4.338990 0.922503 -0.4 -0.3 0.3 0.00
H 1.526227 6.501081 -0.290512 0.3 0.0 0.1 0.00
H -0.802657 6.584091 1.376978 -0.2 -0.2 -0.2 0.00
C 5.874558 3.062354 0.784215 -1.3 0.5 -0.4 0.00
C 6.477659 4.446407 0.873694 1.3 0.1 0.7 0.00
O 7.536047 4.676390 -0.061978 -0.1 -0.4 0.0 0.00
O 6.571076 2.058273 1.482871 0.7 0.1 0.1 0.00
H 5.747823 2.880822 -0.289790 0.1 -0.4 0.0 0.00
H 4.864662 3.125456 1.200826 -0.2 0.0 0.0 0.00
H 6.902463 4.577697 1.878898 -0.3 0.0 0.1 0.00
H 5.777069 5.264575 0.718967 -0.3 -0.3 -0.1 0.00
H 8.185976 3.980452 0.092446 0.1 0.1 -0.1 0.00
H 6.570550 1.219981 0.999050 0.0 0.2 -0.2 0.00
```
Forces are in eV/Å.

Net charge: +1
HOMO (spin up / spin down), eV: -10.363 / -10.363
HOMO-LUMO gap (spin up / spin down), Eh: 0.2111 / 0.2079
Multiplicity: 4
<S²>: 3.76